18
Properties=species:S:1:pos:R:3:forces:R:3:lowdin_charge:R:1 method="wB97M-V/def2-TZVPD" fmax_ev_per_a=0.54 lumo_energy_ev=0.70 spin_multiplicity=1 homo_ev=-8.9 smiles="N=C(N)N.CSC"
N 1.321 -0.933 2.397 -0.2 -0.4 0.0 0.09
C 1.270 -1.473 1.240 0.3 0.4 0.2 -0.65
N 0.118 -1.753 0.534 0.1 -0.3 0.1 0.11
N 2.454 -1.843 0.610 -0.1 0.0 -0.1 0.10
H 0.386 -0.919 2.798 0.0 0.2 0.0 0.03
H -0.608 -1.069 0.650 -0.1 0.1 0.0 0.01
H 0.229 -2.126 -0.390 0.0 0.0 -0.1 0.08
H 2.523 -1.588 -0.366 0.0 0.0 0.1 0.08
H 3.243 -1.526 1.154 0.1 0.0 0.0 0.08
C -0.618 2.622 -0.509 0.1 -0.1 -0.1 -0.42
S -1.604 1.266 0.148 -0.1 0.0 0.0 0.73
C -1.823 0.298 -1.364 -0.1 0.4 0.0 -0.44
H -1.127 3.129 -1.330 -0.1 -0.1 0.0 0.04
H 0.347 2.256 -0.857 0.0 0.0 0.0 0.03
H -0.464 3.343 0.290 0.0 0.0 0.1 0.03
H -2.319 -0.633 -1.100 0.0 0.0 0.0 0.03
H -2.457 0.854 -2.054 0.0 -0.1 -0.1 0.03
H -0.869 0.095 -1.850 0.0 -0.1 0.1 0.03